{
  "formula": "C4H8N4",
  "method": "wB97M-V/def2-TZVPD",
  "species": ["C", "N", "C", "N", "C", "C", "N", "N", "H", "H", "H", "H", "H", "H", "H", "H"],
  "coordinates": [[-1.089177, -0.171354, 1.190568], [-0.503012, -0.199794, -0.130500], [-0.798043, 0.803386, -1.017037], [1.106933, -0.140037, 0.018370], [2.003608, -0.790845, -0.736052], [3.201725, -0.204578, -0.413699], [2.943274, 0.696296, 0.549773], [1.739936, 0.705400, 0.872727], [-0.581314, -1.052301, 1.730327], [-0.930201, 0.719586, 1.786840], [-2.183926, -0.431884, 0.863552], [-0.159514, 0.503236, -2.004529], [-1.903870, 0.651374, -1.347159], [-0.651761, 1.924080, -0.837595], [1.833160, -1.709962, -1.472157], [4.210857, -0.493435, -0.674691]],
  "atomic_forces_ev_per_a": [[-0.68, -2.61, -0.41], [5.03, -1.18, 2.08], [-1.08, 1.60, -5.48], [-3.05, -0.68, 0.56], [0.06, -2.32, -2.43], [-0.18, -0.86, -0.07], [3.08, 0.41, 0.84], [-3.13, 0.56, -0.75], [-1.26, 1.25, -0.56], [-0.31, 0.38, -0.13], [1.69, 0.66, 1.53], [-1.64, 1.15, 2.06], [1.71, 0.33, 0.60], [0.07, -1.52, 0.46], [-0.07, 2.54, 1.87], [-0.23, 0.27, -0.18]],
  "lowdin_charge": [-0.107, -0.193, -0.187, -0.097, -0.111, -0.167, -0.037, 0.013, 0.108, 0.065, 0.124, 0.127, 0.111, 0.100, 0.160, 0.092],
  "e_above_lowest_kcal_mol": 94.9,
  "e_tot_ha": -376.09726,
  "charge": 0,
  "smiles": "CN(C)n1ccnn1",
  "homo_lumo_gap_ha": 0.38246
}